Formula: C47H71IN4O5S
Source: OMol25
Level of theory: the ωB97M-V functional and the def2-TZVPD basis

Computed properties:
Molar mass (Da): 931.08
SMILES string: C#CC1=C(CCCCS(=O)(=O)O)C(=O)c2cc(C[C@@H](C)I)cc(CCCCCCCCCCCC)c2C1=O.CCCC#N.CCCC#N.CCCC#N.CCCC#N
Gap between HOMO and LUMO (hartree): 0.295
Calculated total energy (eV): -85022.0347

Each line ends with the Mulliken charge.
Atoms and positions in Å:
C: 2.37262 -1.14889 5.27909  -0.024
C: 3.11586 -0.72421 4.44118  -0.944
C: 4.07953 -0.19284 3.52974  0.928
C: 4.96093 -0.99747 2.91586  -0.072
C: 5.00611 -2.48903 3.03150  -1.419
C: 4.31475 -3.09267 1.79718  -1.034
C: 2.77568 -3.03380 1.89146  -0.479
C: 2.19580 -2.29580 0.68528  -0.941
S: 0.43908 -2.51036 0.66406  1.204
O: 0.14062 -3.78210 0.06121  -0.682
O: -0.08007 -2.32253 1.98822  -0.655
O: -0.14346 -1.33562 -0.24241  -0.435
C: 5.97556 -0.38405 2.01755  1.164
O: 6.76052 -1.07911 1.40660  -0.667
C: 5.98856 1.10400 1.86011  0.045
C: 6.98455 1.63865 1.08063  -1.318
C: 7.06334 3.00999 0.86159  1.188
C: 8.21388 3.50536 0.01840  -0.821
C: 8.37292 5.00757 -0.20035  -0.678
C: 7.21088 5.63806 -1.00633  -1.121
I: 8.80894 6.08004 1.60272  0.078
C: 6.08475 3.80321 1.41922  -0.512
C: 5.06209 3.29679 2.21253  0.332
C: 4.02837 4.24913 2.75235  -1.256
C: 2.67004 4.06773 2.03392  -0.233
C: 2.02876 5.37695 1.50674  -1.118
C: 0.73173 5.74341 2.26558  -0.459
C: -0.56127 5.35726 1.51808  -0.908
C: -1.46619 4.36774 2.29073  0.084
C: -2.93525 4.80078 2.41119  -1.290
C: -3.85446 4.20379 1.34552  -0.681
C: -3.98716 2.66822 1.43043  -0.491
C: -5.39420 2.17583 1.81647  -0.855
C: -6.29875 1.87534 0.62367  -0.425
C: -6.97849 3.11150 0.02895  -1.147
C: 5.02846 1.92725 2.45938  -0.015
C: 4.01895 1.29665 3.33089  0.034
O: 3.14929 1.90607 3.91337  -0.739
H: 1.72682 -1.52058 6.03621  0.489
H: 4.55231 -2.83417 3.95467  0.526
H: 6.05485 -2.77750 2.98370  0.510
H: 4.63990 -2.55783 0.90613  0.596
H: 4.62128 -4.12634 1.64493  0.378
H: 2.44173 -2.50954 2.78225  0.151
H: 2.35048 -4.03468 1.93760  0.685
H: 2.38341 -1.22211 0.74273  0.371
H: 2.61916 -2.65769 -0.24846  0.501
H: -1.07877 -1.25148 0.01735  0.369
H: 7.71917 0.98145 0.63591  0.586
H: 8.15444 3.04240 -0.96892  0.425
H: 9.12852 3.13405 0.48516  0.435
H: 9.26848 5.12328 -0.80158  0.631
H: 6.58450 6.27520 -0.39346  0.316
H: 7.62396 6.20953 -1.83342  0.340
H: 6.62743 4.83247 -1.45045  0.322
H: 6.08254 4.87000 1.25534  0.182
H: 4.38772 5.27294 2.66624  0.833
H: 3.91227 4.03691 3.81341  -0.185
H: 1.94967 3.58908 2.68993  0.236
H: 2.83754 3.40477 1.18469  0.443
H: 1.73832 5.18548 0.47436  0.403
H: 2.73426 6.20573 1.50912  0.477
H: 0.73229 6.82491 2.41072  0.508
H: 0.72990 5.28706 3.25340  0.093
H: -1.14473 6.26137 1.33943  0.359
H: -0.34591 4.93392 0.53732  0.397
H: -1.07359 4.20486 3.29308  0.134
H: -1.45081 3.39940 1.78875  0.224
H: -3.32007 4.48335 3.38420  0.333
H: -3.03539 5.88734 2.38751  0.426
H: -3.55283 4.52269 0.34526  0.320
H: -4.84653 4.63515 1.49472  0.495
H: -3.29108 2.29216 2.17918  0.462
H: -3.74691 2.21753 0.46804  0.273
H: -5.88404 2.89058 2.48257  0.337
H: -5.28400 1.24867 2.38201  0.353
H: -7.08167 1.17101 0.90893  0.336
H: -5.72672 1.37573 -0.16014  0.316
H: -6.26365 3.92215 -0.11290  0.236
H: -7.40297 2.89438 -0.95037  0.377
H: -7.77293 3.46850 0.68263  0.299
C: 2.43139 5.37980 8.25463  -1.173
C: 2.16733 3.87883 8.28416  -0.584
C: 2.42462 3.20419 6.93345  -0.193
C: 1.48678 3.64829 5.90657  0.330
N: 0.74662 4.00434 5.10453  -0.519
H: 1.75082 5.88796 7.56999  0.339
H: 2.29242 5.81326 9.24493  0.353
H: 3.45423 5.59083 7.93658  0.295
H: 1.13871 3.69214 8.59723  0.336
H: 2.81547 3.41035 9.02712  0.345
H: 2.33724 2.12040 7.02630  0.240
H: 3.44157 3.40930 6.59344  0.234
C: -4.44869 -4.65777 -2.78956  -1.015
C: -3.11227 -4.18139 -2.23317  -0.405
C: -3.08371 -4.12369 -0.70209  0.244
C: -3.98598 -3.10327 -0.17228  0.281
N: -4.67704 -2.27474 0.22206  -0.462
H: -5.25323 -3.96342 -2.54105  0.349
H: -4.39899 -4.73744 -3.87496  0.189
H: -4.71057 -5.63971 -2.38787  0.294
H: -2.87506 -3.19819 -2.64366  0.269
H: -2.32186 -4.85960 -2.55917  0.339
H: -2.07096 -3.90059 -0.36650  -0.370
H: -3.34728 -5.09706 -0.28469  0.342
C: -3.96169 -8.67876 -4.98390  -1.143
C: -4.05518 -8.57593 -6.50185  -0.143
C: -3.04744 -7.58115 -7.08949  -0.540
C: -3.32902 -6.20720 -6.67421  0.304
N: -3.58443 -5.13748 -6.34458  -0.536
H: -4.21493 -7.73105 -4.50495  0.210
H: -4.65169 -9.43457 -4.61040  0.373
H: -2.95419 -8.95957 -4.67083  0.321
H: -5.06805 -8.28997 -6.79023  0.098
H: -3.86636 -9.55340 -6.94762  0.364
H: -3.06979 -7.62424 -8.18046  0.322
H: -2.03295 -7.84209 -6.78311  0.403
C: -5.53845 -6.01772 -11.38931  -1.160
C: -6.36845 -5.42651 -10.25573  -0.558
C: -6.23677 -6.21611 -8.95015  0.109
C: -6.79591 -7.56314 -9.05241  0.303
N: -7.23114 -8.62262 -9.13145  -0.491
H: -5.88080 -7.02008 -11.65128  0.346
H: -5.61235 -5.39723 -12.28198  0.359
H: -4.48431 -6.07922 -11.11097  0.283
H: -7.41752 -5.38015 -10.55211  0.316
H: -6.04540 -4.40205 -10.06501  0.336
H: -6.74866 -5.68870 -8.14373  0.336
H: -5.18770 -6.28884 -8.66030  -0.207

Formula: CH23NO12
Source: OMol25
Level of theory: the ωB97M-V functional and the def2-TZVPD basis

Computed properties:
Molar mass (Da): 241.19
Gap between HOMO and LUMO (hartree): 0.258
Calculated total energy (eV): -27468.7106

Each line ends with the natural charge from an NBO analysis.
Atoms and positions in Å:
N: 0.02928 0.52842 -0.17506  -0.853
H: -0.87017 0.94267 -0.08133  0.434
H: 0.47747 0.31576 0.66033  0.474
H: 0.55454 1.23104 -0.69665  0.446
H: 0.01996 -0.36226 -0.76936  0.469
C: 1.49688 -2.27775 1.57196  0.937
O: 1.56275 -2.97893 2.58367  -0.763
O: 2.28219 -1.19983 1.56073  -0.775
O: 0.90491 -2.52619 0.51673  -0.858
H: 2.54831 -1.11846 2.47472  0.503
O: 2.05153 2.64455 1.52621  -0.939
H: 2.81273 3.04459 1.01294  0.476
H: 2.28271 2.72598 2.38832  0.464
O: 0.04480 0.32831 3.05889  -0.956
H: -0.78697 -0.21273 3.41899  0.499
H: -0.26122 1.28726 3.37010  0.461
O: -0.34520 3.72295 -1.09619  -0.999
H: -1.08830 4.20338 -0.67579  0.497
H: 0.39083 4.30461 -1.61491  0.503
O: -2.47339 -1.55680 -1.57171  -0.972
H: -2.25764 -2.28287 -2.09453  0.503
H: -2.96345 -0.88357 -2.04300  0.472
O: -0.42422 -3.72720 -2.55447  -0.982
H: -0.16628 -4.56738 -2.05998  0.495
H: 0.10751 -2.98132 -2.18917  0.489
O: -1.76107 -1.81850 1.31582  -0.967
H: -1.02942 -2.24974 0.99429  0.488
H: -2.15351 -1.57558 0.50958  0.465
O: -3.35071 1.48935 0.76191  -0.936
H: -3.87754 1.77186 0.09110  0.455
H: -4.11526 1.22558 1.44390  0.484
O: 0.54211 0.91105 -3.26658  -0.955
H: 1.09818 1.55922 -3.23878  0.466
H: -0.49261 1.10752 -3.27697  0.492
O: 3.18985 0.04595 -0.71572  -0.986
H: 2.85576 -0.61282 -1.27922  0.461
H: 3.16462 -0.45813 0.13922  0.505

Formula: C16H23N3OS
Source: OMol25
Level of theory: the ωB97M-V functional and the def2-TZVPD basis

Computed properties:
Molar mass (Da): 305.45
SMILES string: S=C(NC[C@@H]1CCCO1)N1CCN(c2ccccc2)CC1
Gap between HOMO and LUMO (hartree): 0.302
Calculated total energy (eV): -34318.2349

Each line ends with the natural charge from an NBO analysis.
Atoms and positions in Å:
S: -3.50748 -1.32258 -0.03250  -0.261
C: -2.03474 -0.76057 0.47433  0.305
N: -1.96073 -0.06159 1.63926  -0.622
C: -0.90295 -0.16254 2.62118  -0.237
C: -0.64416 1.21030 3.26613  0.095
C: 0.44320 1.14521 4.34981  -0.433
C: -0.37466 1.01692 5.63389  -0.432
C: -1.60603 1.84858 5.28504  -0.064
O: -1.83622 1.64968 3.90176  -0.537
N: -0.88134 -0.96456 -0.22268  -0.460
C: -0.89056 -1.87389 -1.35339  -0.241
C: -1.14016 -1.10683 -2.65763  -0.236
N: -0.15212 -0.06797 -2.84912  -0.456
C: 1.04316 -0.32880 -3.50867  0.263
C: 1.40819 -1.60956 -3.93548  -0.314
C: 2.57374 -1.81664 -4.64939  -0.172
C: 3.41596 -0.76334 -4.95493  -0.262
C: 3.06436 0.51225 -4.54553  -0.185
C: 1.89868 0.72923 -3.84076  -0.288
C: -0.17685 0.84374 -1.73026  -0.222
C: 0.08425 0.10414 -0.40015  -0.225
H: -2.86581 0.12532 2.05115  0.421
H: 0.00417 -0.54229 2.15099  0.211
H: -1.20300 -0.86332 3.41179  0.196
H: -0.39225 1.93148 2.47620  0.179
H: 1.01820 2.07126 4.36067  0.213
H: 1.12339 0.31105 4.19353  0.218
H: -0.65515 -0.02238 5.80672  0.204
H: 0.14590 1.39380 6.51051  0.221
H: -1.41856 2.91508 5.47547  0.163
H: -2.50649 1.54732 5.82345  0.192
H: -1.67019 -2.61922 -1.19572  0.249
H: 0.08785 -2.36459 -1.38484  0.196
H: -1.15608 -1.77880 -3.51369  0.215
H: -2.12099 -0.62427 -2.58804  0.223
H: 0.78921 -2.46362 -3.70991  0.209
H: 2.82746 -2.81956 -4.96184  0.210
H: 4.32750 -0.93085 -5.50777  0.212
H: 3.70039 1.35182 -4.78692  0.211
H: 1.63774 1.74038 -3.56712  0.208
H: 0.57032 1.62596 -1.84871  0.213
H: -1.16867 1.30787 -1.68452  0.204
H: 0.01203 0.81923 0.41670  0.213
H: 1.08949 -0.33284 -0.41902  0.202

Formula: C10H34N2O7
Source: OMol25
Level of theory: the ωB97M-V functional and the def2-TZVPD basis

Computed properties:
Molar mass (Da): 294.39
SMILES string: COC[C@H](C)N.COC[C@H](C)N.OCCO.O.O.O
Gap between HOMO and LUMO (hartree): 0.331
Calculated total energy (eV): -28232.2990

Each line ends with the natural charge from an NBO analysis.
Atoms and positions in Å:
C: -1.26889 1.13874 6.45862  -0.257
O: -1.85788 1.87501 5.42213  -0.525
C: -1.67999 1.40513 4.12489  -0.068
C: -0.24527 1.52605 3.60887  -0.063
C: 0.27835 2.95398 3.55682  -0.621
N: -0.03047 0.88789 2.30078  -0.885
H: -1.54228 0.07817 6.48242  0.167
H: -1.69051 1.55878 7.37348  0.196
H: -0.18339 1.21193 6.57135  0.164
H: -1.96709 0.34693 4.02141  0.153
H: -2.33431 1.91533 3.41291  0.203
H: 0.34863 0.92854 4.31839  0.156
H: -0.48215 3.61429 3.13861  0.210
H: 1.23967 2.99675 3.05453  0.214
H: 0.34413 3.20610 4.61956  0.216
H: -0.35060 -0.07697 2.33156  0.362
H: 0.95304 0.81416 2.05842  0.402
C: -0.19792 -0.40094 -8.33588  -0.246
O: -0.70280 -0.54235 -7.02820  -0.539
C: 0.25012 -1.03426 -6.11497  -0.060
C: -0.33795 -1.12517 -4.71866  -0.072
C: -0.73129 0.27445 -4.21641  -0.627
N: 0.62321 -1.68295 -3.74698  -0.825
H: -1.00001 -0.03262 -8.97203  0.191
H: 0.20495 -1.27914 -8.85245  0.165
H: 0.61475 0.33084 -8.26267  0.161
H: 0.60372 -2.01082 -6.46955  0.170
H: 1.15942 -0.41367 -6.10131  0.149
H: -1.25450 -1.71633 -4.74206  0.195
H: 0.14590 0.91494 -4.13440  0.192
H: -1.23570 0.13637 -3.25742  0.213
H: -1.53534 0.72993 -4.80211  0.218
H: 0.07047 -1.88804 -2.92073  0.369
H: 1.21339 -0.91421 -3.44566  0.342
O: 1.08547 -2.06587 1.52380  -0.736
C: 2.48653 -1.91261 1.49131  -0.097
C: 3.04342 -1.04029 2.63254  -0.096
O: 2.77663 0.39064 2.72862  -0.740
H: 0.87249 -2.78245 2.12862  0.489
H: 3.02831 -2.85953 1.55149  0.188
H: 2.85325 -1.47577 0.56018  0.196
H: 4.13754 -1.09423 2.58074  0.172
H: 2.84547 -1.46309 3.62276  0.162
H: 3.43322 0.67629 3.36967  0.479
O: -0.40334 -0.73441 -0.71451  -0.979
H: 0.15141 -1.05706 0.01478  0.493
H: -0.74150 0.12165 -0.41659  0.497
O: -2.50490 -2.61913 -0.26223  -0.969
H: -1.76406 -2.05954 -0.56208  0.492
H: -2.93205 -2.10472 0.42860  0.461
O: -2.26203 1.94120 0.74117  -0.984
H: -1.95886 2.82639 0.51388  0.466
H: -1.56842 1.58571 1.33398  0.487